8
Properties=species:S:1:pos:R:3 method="wB97M-V/def2-TZVPD" charge=0 homo_lumo_gap_ev="6.6 / 7.5" e_tot_ha=-1280.18913 multiplicity=3 largest_force_ev_per_a=7.03 lumo_energy_ha="-0.0140 / -0.0900"
C -0.9810 0.6797 -0.5761
C 1.0072 -1.7889 -0.6325
N 0.1618 -2.1844 -1.2928
N -0.2185 1.0614 0.4052
S 1.9161 -1.0952 0.5994
S 1.4501 0.9400 0.0882
I -3.0314 0.9213 -0.0159
H -0.3043 1.4662 1.4246

---

18
Properties=species:S:1:pos:R:3 method="wB97M-V/def2-TZVPD" charge=0 homo_lumo_gap_ev=8.5 e_tot_ha=-452.46168 multiplicity=1 smiles=c1c[nH]cn1.c1c[nH]cn1 largest_force_ev_per_a=1.52 e_above_lowest_kcal_mol=0.0 lumo_energy_ha=0.0166
C -1.2957 -0.7247 -1.7603
C -1.1985 -0.5108 -3.1182
N -0.0902 0.2840 -3.2736
C 0.4298 0.5163 -2.0348
N -0.2801 -0.0832 -1.0923
H -2.0471 -1.3092 -1.2292
H -1.8007 -0.8429 -3.9639
H 0.2792 0.6384 -4.1593
H 1.3205 1.1249 -1.8782
C 1.0351 -0.2052 3.5877
C 1.0391 -0.7394 2.3173
N 0.2544 0.1069 1.5742
C -0.1850 1.0976 2.4014
N 0.2720 0.9370 3.6332
H 1.5440 -0.5862 4.4731
H 1.5160 -1.6201 1.8872
H 0.0380 0.0116 0.5789
H -0.8309 1.9051 2.0566

---

21
Properties=species:S:1:pos:R:3 method="wB97M-V/def2-TZVPD" charge=0 homo_lumo_gap_ev=10.1 e_tot_ha=-329.17221 multiplicity=1 smiles="C=NC(=C)C(C)(C)C" largest_force_ev_per_a=8.14 e_above_lowest_kcal_mol=62.3 lumo_energy_ha=0.0342
C 2.7745 -0.9454 0.3358
N 1.6113 -1.0471 0.8307
C 0.7068 0.2202 0.8319
C 0.8711 1.2294 1.7087
C -0.5331 -0.0502 -0.0543
C -0.7285 -1.4730 -0.3700
C -0.2717 0.6987 -1.3935
C -1.9269 0.5261 0.5420
H 3.3905 -1.7836 0.3376
H 3.3141 -0.0362 0.0806
H 1.6965 1.1879 2.4371
H 0.1625 1.9978 1.8321
H -1.7292 -1.6737 -0.8887
H -0.6849 -2.0400 0.6413
H 0.1231 -1.9244 -0.9628
H 0.4010 0.1528 -2.0611
H -1.1694 0.6215 -1.9364
H -0.0989 1.7041 -1.1017
H -1.7915 0.3814 1.6961
H -2.7767 0.1976 0.1084
H -1.8046 1.6746 0.5279

---

100
Properties=species:S:1:pos:R:3 method="wB97M-V/def2-TZVPD" charge=-2 homo_lumo_gap_ev=5.4 e_tot_ha=-4275.78852 multiplicity=1 largest_force_ev_per_a=0.91 e_above_lowest_kcal_mol=33.7 lumo_energy_ha=0.1201
Cs -1.2186 -1.3828 -0.8769
C 2.8701 -1.8118 -0.4315
Si 3.0670 0.0611 -0.4224
C 4.7672 0.3655 0.3740
C 3.2584 0.6454 -2.2028
N 1.7064 0.7493 0.2866
C 1.5088 1.5126 1.3484
C 2.5023 2.1561 2.1542
C 2.2071 2.9767 3.2286
C 0.8965 3.2520 3.6010
C -0.1181 2.6503 2.8530
C 0.1894 1.8270 1.8005
F -0.8575 1.2854 1.1024
H 3.6761 -2.3242 -0.9664
H 1.9193 -2.0834 -0.8913
H 2.8457 -2.1885 0.5947
H 5.5258 -0.2141 -0.1627
H 4.7862 0.0511 1.4204
H 5.0593 1.4187 0.3296
H 4.0310 0.0819 -2.7349
H 3.5442 1.7010 -2.2250
H 2.3247 0.5498 -2.7616
H 3.5394 1.9904 1.8977
H 3.0292 3.4206 3.7813
H 0.6612 3.9018 4.4331
H -1.1604 2.8441 3.0774
C -6.4550 0.6962 3.7649
C -6.4378 1.8295 2.7374
S -5.1428 1.8179 1.4856
C -3.6230 1.9555 2.4484
C -3.1079 0.7087 3.1749
S -3.0660 -0.7486 2.1136
C -3.7783 -2.0460 3.1414
C -5.0393 -1.7441 3.9484
S -6.4346 -0.9821 3.0703
H -7.3552 0.8098 4.3737
H -5.6083 0.7947 4.4405
H -6.4289 2.7792 3.2817
H -7.3628 1.8089 2.1568
H -3.7099 2.7856 3.1568
H -2.8778 2.2468 1.7086
H -3.7082 0.4917 4.0541
H -2.0961 0.9181 3.5228
H -3.0236 -2.4273 3.8343
H -3.9722 -2.8490 2.4287
H -4.8089 -1.1158 4.8090
H -5.3967 -2.6908 4.3582
C -2.4853 6.3048 -1.3340
N -1.4043 5.5098 -0.7890
C -1.8276 4.5708 0.2397
C -0.2569 5.3370 -1.4960
S -0.0839 5.8712 -3.0809
N 0.7552 4.7482 -0.8067
C 1.8705 4.1294 -1.4979
C 1.0563 5.1571 0.5594
H -3.1334 6.6116 -0.5115
H -3.0730 5.7284 -2.0550
H -2.0866 7.1801 -1.8394
H -2.7917 4.1375 -0.0422
H -1.9517 5.0777 1.2030
H -1.1182 3.7636 0.3823
H 1.5182 3.6335 -2.3974
H 2.2909 3.3775 -0.8287
H 2.6370 4.8639 -1.7709
H 0.2936 5.8408 0.9276
H 2.0169 5.6848 0.5628
H 1.1330 4.3055 1.2316
O 0.4499 -3.5869 2.5946
C 0.2421 -3.8856 1.4107
O -0.7071 -3.5586 0.6610
C 1.3066 -4.7881 0.7576
C 2.4454 -5.1264 1.4778
C 3.4121 -5.9147 0.8808
C 3.2991 -6.3969 -0.4099
C 2.1466 -6.0539 -1.0875
C 1.1543 -5.2576 -0.5391
N 1.9729 -6.5859 -2.4549
O 2.8826 -7.2510 -2.9217
O 0.9228 -6.3736 -3.0172
N 4.6208 -6.2782 1.6457
O 5.4772 -6.9337 1.0783
O 4.7113 -5.8878 2.7904
H 2.5450 -4.7548 2.4874
H 4.0592 -7.0106 -0.8629
H 0.2693 -4.9957 -1.1016
O -1.3588 -2.0517 -6.7639
C -0.2501 -2.0673 -5.9585
C 0.9977 -2.3916 -6.4793
C 2.1219 -2.3975 -5.6657
C 2.0014 -2.0561 -4.3287
C 0.7516 -1.7122 -3.8318
C -0.3967 -1.7260 -4.6153
C -1.7561 -1.4461 -3.9559
O -2.6076 -2.3430 -4.0490
O -1.8086 -0.3856 -3.2845
H -1.0852 -2.3037 -7.6496
H 1.0848 -2.6458 -7.5325
H 3.0852 -2.6643 -6.0835
H 2.8651 -2.0464 -3.6758
H 0.6593 -1.4305 -2.7894

---

10
Properties=species:S:1:pos:R:3 method="wB97M-V/def2-TZVPD" charge=-1 homo_lumo_gap_ev=5.0 e_tot_ha=-1029.13744 multiplicity=1 largest_force_ev_per_a=0.46 e_above_lowest_kcal_mol=0.0 lumo_energy_ha=0.0898
O -2.1122 2.5619 0.4111
H -2.4914 2.9724 -0.3634
C -1.9616 -1.8452 -1.4295
C -1.3282 -2.2268 -0.3018
O -0.3388 -1.5779 0.2999
H -1.6338 -0.9753 -2.0077
H -2.7751 -2.4532 -1.8260
H -1.6341 -3.1674 0.1846
Mg 1.5693 -2.2199 0.6659
K -0.5529 0.9251 1.0933

---

14
Properties=species:S:1:pos:R:3 method="wB97M-V/def2-TZVPD" charge=+1 homo_lumo_gap_ev=11.6 e_tot_ha=-211.94334 multiplicity=1 largest_force_ev_per_a=0.93 e_above_lowest_kcal_mol=9.5 lumo_energy_ha=-0.1370
N 0.7163 -0.0967 1.9574
H 1.6208 0.2703 2.2714
H 0.8302 -0.3427 0.9081
H 0.4575 -0.9119 2.5169
H 0.0271 0.6370 2.1009
C -0.0868 -0.1181 -1.5292
O 0.9801 -0.5230 -0.6438
C -1.1897 0.5981 -0.7645
H 0.3685 0.5638 -2.2556
H -0.4883 -0.9744 -2.0542
H 1.1969 -1.4548 -0.8114
H -1.5060 0.0325 0.1152
H -0.8633 1.5836 -0.4279
H -2.0634 0.7363 -1.3833

---

71
Properties=species:S:1:pos:R:3 method="wB97M-V/def2-TZVPD" charge=0 homo_lumo_gap_ev=10.9 e_tot_ha=-2943.61183 multiplicity=1 smiles="O=C1OC[C@@H](F)O1.O=C1OC[C@@H](F)O1.O=C1OC[C@@H](F)O1.O=C1OC[C@@H](F)O1.O=C1OC[C@@H](F)O1.C[N+](=O)[O-].C[N+](=O)[O-].C[N+](=O)[O-]" largest_force_ev_per_a=4.88 e_above_lowest_kcal_mol=76.9 lumo_energy_ha=-0.0038
O 2.0063 4.6556 7.3785
C 1.7119 3.9564 6.4173
O 1.2188 2.6942 6.5206
C 1.3521 2.0642 5.2926
C 1.1628 3.2475 4.3819
F -0.1360 3.5009 4.1365
O 1.6475 4.3100 5.1444
H 2.4077 1.8115 5.1934
H 0.6546 1.2342 5.1797
H 1.6717 3.2197 3.4184
O 2.8666 -2.3251 -4.6618
C 3.4289 -3.3472 -5.0266
O 3.6870 -4.3307 -4.2677
C 4.4589 -5.2471 -4.9797
C 4.7268 -4.7276 -6.3925
F 4.1276 -5.5687 -7.2711
O 4.0379 -3.5263 -6.2206
H 5.2857 -5.5292 -4.3279
H 3.8190 -6.1284 -5.0238
H 5.7468 -4.5802 -6.7473
O 2.4340 -4.3903 8.7407
C 1.9713 -4.3964 7.5849
O 1.2752 -3.4673 6.8584
C 1.1356 -3.9317 5.5065
C 1.2837 -5.4058 5.7004
F 1.9406 -5.9671 4.6557
O 2.0994 -5.5072 6.8245
H 0.1357 -3.6452 5.1806
H 1.9283 -3.5030 4.8934
H 0.3938 -5.9908 5.9326
O -2.7127 -4.0746 -2.5446
C -3.2315 -4.0288 -3.6257
O -2.8973 -3.2531 -4.7009
C -4.0007 -3.1087 -5.4932
C -4.5978 -4.4358 -5.2495
F -4.0490 -5.4059 -5.9964
O -4.3390 -4.7346 -3.9191
H -4.6523 -2.3050 -5.1503
H -3.6498 -2.8100 -6.4810
H -5.6745 -4.4385 -5.4192
O 4.1186 4.6093 -0.1564
C 4.6235 5.6330 0.2808
O 4.0612 6.5113 1.0400
C 4.9571 7.5449 1.4244
C 6.2372 7.2089 0.6363
F 7.2216 6.9899 1.5134
O 5.9144 6.0464 -0.0732
H 4.6504 8.5718 1.2253
H 4.9659 7.4869 2.5129
H 6.5317 8.0640 0.0280
C -0.6797 0.4232 -0.7721
N -1.5911 -0.1468 0.2807
O -2.7970 -0.2609 0.0125
O -1.0748 -0.5179 1.3531
H -0.3622 -0.4021 -1.4095
H 0.1054 0.9610 -0.2408
H -1.3740 1.0695 -1.3091
C -2.1625 6.0339 -1.3564
N -2.7822 5.3813 -2.5050
O -1.9799 4.9062 -3.3035
O -3.9835 5.4706 -2.6431
H -1.1990 6.4032 -1.7078
H -2.0703 5.5012 -0.4099
H -2.6904 6.9820 -1.2537
C -8.0255 -1.8589 -1.0787
N -9.0761 -1.3205 -0.1723
O -10.2015 -1.3648 -0.5517
O -8.7845 -0.8588 0.8934
H -7.4116 -0.9604 -1.1410
H -8.4150 -2.1479 -2.0548
H -7.4018 -2.5436 -0.5039

---

18
Properties=species:S:1:pos:R:3 method="wB97M-V/def2-TZVPD" charge=-1 homo_lumo_gap_ev="2.4 / 8.9" e_tot_ha=-778.45932 multiplicity=2 largest_force_ev_per_a=2.44 e_above_lowest_kcal_mol=2.2 lumo_energy_ha="0.1228 / 0.1248"
N 1.6728 -0.4698 -0.9601
C 0.6328 -0.4705 0.1401
C 0.2694 0.9389 0.4520
S 1.7324 1.8267 1.1923
C -0.4982 -1.3508 -0.3151
N -0.1720 -2.5025 -0.9772
O -1.6670 -1.1398 0.0053
H 1.8623 0.4937 -1.2049
H 2.5556 -0.8896 -0.6230
H 1.1301 -0.9862 1.0034
H -0.5624 1.0842 1.1518
H -0.1727 1.4682 -0.3917
H 1.1790 3.0636 1.2034
H 0.7409 -2.6711 -1.3587
H -0.9319 -3.1473 -1.0968
H -2.9946 1.7781 1.2654
H -2.3296 1.0644 0.0361
O -2.4471 1.9099 0.4775

---

16
Properties=species:S:1:pos:R:3 method="wB97M-V/def2-TZVPD" charge=0 homo_lumo_gap_ev=10.4 e_tot_ha=-271.68779 multiplicity=1 smiles="C=C1CCC1.O" largest_force_ev_per_a=0.50 e_above_lowest_kcal_mol=40.7 lumo_energy_ha=0.0346
C -0.2276 1.6107 0.3294
C 0.1140 0.3341 0.2065
C 1.3517 -0.3438 -0.3398
C 1.0285 -1.5242 0.6241
C -0.3928 -0.9326 0.8619
H 0.3016 2.3979 -0.2004
H -1.1398 1.9032 0.8440
H 2.2597 0.2381 -0.1601
H 1.3236 -0.6218 -1.4034
H 1.0767 -2.5335 0.2012
H 1.6363 -1.4685 1.5308
H -0.7239 -0.7716 1.8916
H -1.1880 -1.4680 0.3202
O -1.7991 1.2385 -1.9388
H -2.5108 1.2031 -1.2883
H -1.1102 0.7384 -1.4790

---

51
Properties=species:S:1:pos:R:3 method="wB97M-V/def2-TZVPD" charge=+1 homo_lumo_gap_ev=5.7 e_tot_ha=-2366.05594 multiplicity=1 largest_force_ev_per_a=2.89 e_above_lowest_kcal_mol=51.2 lumo_energy_ha=-0.1518
Rh -1.0896 0.2531 -0.2447
N 0.8117 0.7236 -4.3142
C 0.3099 0.3288 -3.1298
S -0.2019 1.6104 -2.0649
N 0.3107 -0.9329 -2.8263
N -0.2317 -1.3416 -1.6826
C 0.0656 -2.5334 -1.2372
C -0.4405 -3.0745 -0.0307
C 0.1964 -4.1807 0.5608
C -0.1930 -4.6591 1.7843
C -1.2720 -4.0597 2.4528
C -1.9382 -3.0015 1.9060
C -1.5705 -2.4705 0.6409
O -2.2552 -1.5357 0.1109
H 0.6875 1.6799 -4.5975
H 1.0277 0.0280 -5.0079
H 0.8083 -3.1192 -1.7789
H 1.0332 -4.6260 0.0419
H 0.3344 -5.4749 2.2524
H -1.5751 -4.4376 3.4166
H -2.7646 -2.5262 2.4129
N -3.3575 0.5968 -1.3594
N -4.3555 1.0537 -0.4994
C -4.0744 1.5197 0.7319
N -5.1043 1.8555 1.5180
S -2.5171 1.7475 1.2953
H -3.3549 1.1191 -2.2346
H -3.4498 -0.4045 -1.5371
H -5.3255 0.8517 -0.7268
H -6.0593 1.8243 1.2035
H -4.9099 2.2773 2.4097
C 0.7886 2.7622 1.9437
N 1.8419 2.3401 1.0475
C 2.2816 3.4053 0.1695
C 2.0001 1.0382 0.7708
S 0.8258 -0.0934 1.3200
N 3.0853 0.5722 0.1376
C 3.1070 -0.8020 -0.3147
C 4.3700 1.2414 0.1075
H 1.0293 3.7600 2.3041
H 0.7072 2.0867 2.7929
H -0.1749 2.7923 1.4232
H 1.3970 3.9418 -0.1806
H 2.8052 3.0189 -0.6971
H 2.9200 4.1074 0.7088
H 2.1486 -1.0562 -0.7613
H 3.2937 -1.4880 0.5150
H 3.8854 -0.9187 -1.0651
H 4.3896 2.0840 0.7921
H 4.6151 1.5844 -0.9012
H 5.1385 0.5320 0.4212

---

20
Properties=species:S:1:pos:R:3 method="wB97M-V/def2-TZVPD" charge=0 homo_lumo_gap_ev=3.3 e_tot_ha=-327.93868 multiplicity=1 largest_force_ev_per_a=4.59 e_above_lowest_kcal_mol=238.6 lumo_energy_ha=-0.1478
C -0.1290 -1.8239 0.5029
C 1.5536 -1.3746 -1.9276
O 2.0964 -1.4828 -0.6613
C -1.3584 -1.3553 0.0699
N -1.1399 1.8871 0.4091
C -0.9757 2.0060 1.8809
C 0.1846 1.6591 -0.1661
H 0.5382 -1.0345 0.8414
H 0.2168 -2.7412 0.1615
H 0.8459 -2.1853 -2.1039
H 2.3238 -1.4048 -2.6681
H 0.9246 -0.4737 -2.0883
H -1.8142 -0.5039 0.6125
H -1.9712 -1.8965 -0.6479
H -0.6766 1.0435 2.3586
H -2.0830 2.2859 2.2348
H -0.1810 2.7505 2.0566
H 0.1386 0.8425 -0.8962
H 0.9291 1.1423 0.6036
H 0.5773 2.6595 -0.5722

---

23
Properties=species:S:1:pos:R:3 method="wB97M-V/def2-TZVPD" charge=0 homo_lumo_gap_ev=4.8 e_tot_ha=-3116.55852 multiplicity=1 largest_force_ev_per_a=0.85 e_above_lowest_kcal_mol=33.7 lumo_energy_ha=-0.1161
Li 6.7244 14.5541 -7.7240
Br 9.0504 13.4385 -11.1130
O 5.0282 17.7734 -12.7835
H 5.6634 17.0661 -12.6714
H 5.0128 18.2186 -11.9362
O 13.6668 14.3951 -13.8590
H 14.2615 13.6451 -13.8666
H 12.9356 14.1161 -13.3079
O 12.5397 9.8168 -9.5779
H 12.2194 9.2610 -8.8674
H 11.7494 10.2037 -9.9548
O 7.0282 8.1499 -10.0620
H 7.1658 7.7114 -10.9016
H 7.5454 8.9530 -10.1231
O 5.8804 11.3884 -15.1405
H 5.1359 11.3349 -14.5413
H 6.5607 11.8373 -14.6386
O 8.6593 14.9142 -16.7290
H 7.7319 14.6815 -16.6840
H 8.8937 15.1413 -15.8292
O 14.0255 13.8258 -8.4789
H 13.2492 14.1036 -8.9652
H 14.0692 12.8796 -8.6168

---

70
Properties=species:S:1:pos:R:3 method="wB97M-V/def2-TZVPD" charge=0 homo_lumo_gap_ev="5.4 / 5.9" e_tot_ha=-3021.07307 multiplicity=5 largest_force_ev_per_a=0.66 e_above_lowest_kcal_mol=21.1 lumo_energy_ha="0.0060 / 0.0046"
Cr 0.1851 -1.4720 0.7966
C -0.6085 3.3717 4.0732
C -1.1268 2.0124 3.5995
C -1.9325 1.3263 4.6931
C 0.0098 1.1673 3.0581
C 0.4749 0.0261 3.6999
C 1.4788 -0.7610 3.1463
C 2.0791 -0.4161 1.9302
C 3.2687 -1.1853 1.4153
C 1.6090 0.7374 1.2893
C 0.5975 1.5146 1.8440
H -1.4288 4.0050 4.4163
H -0.0802 3.9039 3.2811
H 0.0869 3.2415 4.9055
H -1.8050 2.1784 2.7541
H -1.3400 1.1784 5.5991
H -2.3001 0.3534 4.3638
H -2.7896 1.9433 4.9674
H 0.0270 -0.2968 4.6292
H 1.7972 -1.6646 3.6487
H 3.2960 -1.2056 0.3243
H 3.2246 -2.2201 1.7520
H 4.1888 -0.7158 1.7719
H 2.0849 1.0675 0.3717
H 0.2600 2.3964 1.3096
C 4.6633 0.6035 -1.9526
C 4.1389 -0.2518 -3.0949
N 3.2943 0.4893 -4.0251
C 3.9418 1.5177 -4.8442
C 3.5748 2.9314 -4.4213
C 1.9927 0.2333 -4.2939
O 1.3864 0.8047 -5.1910
C 1.2362 -0.7692 -3.4667
C 0.4888 -1.7396 -4.1244
C -0.2896 -2.6145 -3.3960
C -0.3439 -2.4729 -2.0159
N 0.3383 -1.5121 -1.3831
C 1.1257 -0.6935 -2.0877
H 5.2312 -0.0047 -1.2487
H 3.8492 1.0861 -1.4093
H 5.3214 1.3918 -2.3206
H 3.5935 -1.1186 -2.7286
H 4.9819 -0.6461 -3.6705
H 3.6644 1.3496 -5.8847
H 5.0178 1.3597 -4.7560
H 2.5004 3.0869 -4.5011
H 4.0711 3.6593 -5.0647
H 3.8842 3.1255 -3.3935
H 0.5248 -1.7849 -5.2056
H -0.8599 -3.4003 -3.8701
H -0.9174 -3.1364 -1.3816
H 1.6646 0.0603 -1.5284
C -2.8929 0.7226 -0.0270
S -2.6096 -0.9489 0.5476
O -1.8694 -0.7792 1.8532
C -4.2863 -1.3909 0.9430
C -4.6348 -1.5082 2.2772
C -5.9347 -1.8830 2.5937
C -6.8535 -2.1355 1.5874
C -6.4797 -2.0279 0.2524
C -5.1855 -1.6625 -0.0779
H -3.3760 1.2953 0.7643
H -3.5120 0.7003 -0.9237
H -1.9153 1.1418 -0.2631
H -3.8901 -1.3285 3.0411
H -6.2236 -1.9862 3.6313
H -7.8630 -2.4309 1.8410
H -7.1950 -2.2426 -0.5304
H -4.8873 -1.6043 -1.1183
Te 0.2770 -3.9724 1.2280